[1]
Formula: C3H7ClOS2
Source: OMol25
Level of theory: ωB97M-V/def2-TZVPD

Each line ends with the Mulliken charge.
Atoms and positions in Å:
C (0.3147, -0.4968, -1.0026)  -0.600
C (1.1988, 0.1388, 1.2312)  -1.232
C (0.3573, -0.6418, 0.3702)  0.799
O (-0.5465, -1.5869, 0.8967)  -0.425
S (-1.7379, 2.1218, 0.3750)  -0.289
S (-1.6046, 1.9676, -1.4859)  -0.017
Cl (-3.0759, 0.6465, -2.2696)  -0.234
H (-0.2812, -1.3755, -1.4202)  0.319
H (-0.2661, 0.5181, -1.4464)  -0.033
H (1.3642, -0.5305, -1.2711)  0.338
H (0.9175, 0.2125, 2.2833)  0.389
H (1.3913, 1.0616, 0.7080)  0.310
H (2.3037, -0.1401, 1.2771)  0.358
H (-0.3354, -1.8953, 1.7543)  0.317

Computed properties:
HOMO energy (spin up / spin down): -7.1 / -6.9 eV
Kohn-Sham gap (spin up / spin down): 0.2346 / 0.2095 hartree
charge: 0

***

[2]
Formula: C3H7ClS
Source: OMol25
Level of theory: ωB97M-V/def2-TZVPD

Each line ends with the Mulliken charge.
Atoms and positions in Å:
C (1.5958, 1.2188, -0.4385)  -0.858
C (-2.0093, -1.1562, 0.7040)  -0.816
C (0.8729, -0.0216, -0.5433)  -0.329
S (-1.5012, 0.5588, 0.0333)  -0.166
Cl (1.3987, -1.4508, 0.3330)  -0.158
H (1.1635, 1.8696, -1.1690)  0.288
H (2.7029, 0.9591, -0.6023)  0.320
H (1.2874, 1.6223, 0.4790)  0.305
H (-1.2946, -1.4651, 1.4433)  0.254
H (-1.9101, -1.8109, -0.1134)  0.281
H (-2.8957, -1.1010, 1.3030)  0.349
H (0.5291, -0.4044, -1.4253)  0.531

Computed properties:
HOMO energy: -8.5 eV
Kohn-Sham gap: 0.2981 hartree
charge: 0

***

[3]
Formula: C3H7ErFO2
Source: OMol25
Level of theory: ωB97M-V/def2-TZVPD

Each line ends with the Mulliken spin population.
Atoms and positions in Å:
Er (-0.6551, -2.3786, 0.1860)  4.291
O (-1.9770, -1.1338, -0.8423)  -0.124
C (-1.8831, 0.2454, -0.7421)  0.024
C (-0.4287, 0.6980, -0.7172)  0.007
O (0.2516, -0.1180, 0.2392)  -0.248
C (1.6100, 0.2377, 0.4523)  0.008
H (-2.3740, 0.6249, 0.1797)  -0.006
H (-2.3713, 0.7668, -1.5897)  0.007
H (-0.3349, 1.7568, -0.4273)  0.010
H (0.0477, 0.5522, -1.7025)  0.005
H (2.0202, -0.4246, 1.2288)  -0.013
H (2.1818, 0.1319, -0.4834)  0.010
H (1.6677, 1.2827, 0.7919)  0.005
F (2.2451, -2.2417, 3.4266)  0.023

Computed properties:
2S+1: 5
HOMO energy (spin up / spin down): -7.3 / -7.2 eV
Kohn-Sham gap (spin up / spin down): 0.2295 / 0.1906 hartree
charge: 0

***

[4]
Formula: C3H7FINO
Source: OMol25
Level of theory: ωB97M-V/def2-TZVPD

Each line ends with the Mulliken charge.
Atoms and positions in Å:
C (0.9259, -2.0306, -0.8693)  -0.911
C (-1.0554, 2.0259, 1.0544)  -0.677
C (0.0411, -0.0743, 0.4223)  0.455
N (-0.1339, -1.2341, -0.2706)  -0.096
O (-1.0368, 0.5785, 0.8529)  -0.297
F (0.1980, 1.1532, -1.8232)  -0.795
I (1.9808, 0.7190, 0.5491)  0.223
H (0.6114, -3.1127, -0.9436)  0.301
H (1.1364, -1.6150, -1.8513)  0.333
H (1.7081, -1.9785, -0.1266)  0.329
H (-1.0746, 2.1770, 2.2386)  0.260
H (-1.9899, 2.3002, 0.4822)  0.232
H (-0.2713, 2.5805, 0.7244)  0.409
H (-1.0398, -1.4892, -0.4392)  0.233

Computed properties:
HOMO energy: -8.1 eV
Kohn-Sham gap: 0.2916 hartree
charge: 0

***

no.,electronic energy (hartree)
1,-1450.21220
2,-976.78986
3,-1383.72977
4,-645.94336